Entry 1:
C23H44EuN3O2P2 | ωB97M-V/def2-TZVPD

The geometry in XYZ format:
```
75
C23H44EuN3O2P2, DFT ωB97M-V/def2-TZVPD
Eu 0.110 -0.137 0.136
P 1.627 -0.435 -1.832
P -2.096 0.203 1.343
N -1.445 -0.888 -1.609
C 0.397 -0.505 -3.205
H 0.739 0.210 -3.958
H 0.492 -1.513 -3.637
C -1.072 -0.228 -2.874
H -1.272 0.848 -2.761
H -1.749 -0.625 -3.644
C -2.870 -0.909 -1.168
H -3.035 -1.883 -0.708
H -3.469 -0.819 -2.066
C -3.169 0.218 -0.156
H -4.196 0.116 0.211
H -3.080 1.204 -0.645
C -2.260 1.639 2.318
C -1.311 2.832 2.046
H -1.564 3.390 1.145
H -0.267 2.507 1.968
H -1.350 3.520 2.897
C -2.401 -1.327 2.227
C -1.369 -1.549 3.370
H -1.092 -2.601 3.417
H -1.785 -1.263 4.337
H -0.451 -0.962 3.197
C 2.466 -1.985 -1.737
C 3.754 -1.824 -0.915
H 4.156 -2.800 -0.615
H 3.584 -1.232 -0.019
H 4.518 -1.339 -1.533
C 2.660 0.988 -2.146
C 3.545 1.425 -0.965
H 3.947 2.427 -1.170
H 4.389 0.749 -0.803
H 2.988 1.486 -0.029
C -0.097 1.830 -0.484
O -0.122 3.017 -0.864
C -3.846 -1.276 2.753
H -4.304 -0.301 2.620
H -4.472 -2.022 2.250
H -3.861 -1.520 3.822
C 2.735 -2.354 -3.187
H 3.779 -2.670 -3.297
H 2.093 -3.165 -3.509
H 2.580 -1.513 -3.866
C 3.454 0.678 -3.399
H 4.076 1.547 -3.656
H 4.130 -0.166 -3.258
H 2.816 0.478 -4.259
C -2.208 1.213 3.771
H -1.243 0.767 4.046
H -2.351 2.075 4.423
H -2.989 0.496 3.981
H -3.271 1.948 2.041
H 1.953 1.811 -2.340
H -2.286 -2.154 1.520
H 1.830 -2.766 -1.259
H -1.057 -1.841 -1.561
H 0.092 -1.722 0.550
N 3.554 -0.156 6.217
C 2.960 -0.609 5.040
O 2.662 -1.803 4.904
C 2.671 0.377 3.928
C 3.071 1.700 3.973
C 2.731 2.563 2.952
C 1.956 2.081 1.892
N 1.560 0.808 1.826
C 1.923 -0.049 2.813
H 3.705 -0.840 6.923
H 3.785 0.780 6.391
H 3.654 2.107 4.800
H 3.039 3.609 2.971
H 1.685 2.814 1.108
H 1.591 -1.121 2.715
```

Charge: +1
⟨S²⟩: 15.81
Max |F| (eV/A): 12.57
2S+1: 8
Relative energy (zero: lowest compared OMol25 entry of this formula, charge and spin) (kJ/mol): 546.1

Entry 2:
C23H44F3NO7P2S2Tl | ωB97M-V/def2-TZVPD

The geometry in XYZ format:
```
83
C23H44F3NO7P2S2Tl, DFT ωB97M-V/def2-TZVPD
C -0.792 -3.728 3.023
C 0.373 -2.933 2.400
P 0.157 -2.385 0.671
C -0.928 -3.574 -0.168
C -0.304 -4.094 -1.469
C -0.603 -0.651 0.508
O -0.828 -0.530 -0.888
C -2.209 -0.538 -1.363
C -2.357 -0.708 -2.894
C -2.900 -2.114 -3.185
C -1.121 -0.459 -3.760
C -1.496 -0.281 -5.248
C -0.251 0.117 -6.068
C -2.565 0.787 -5.465
C 0.395 0.455 0.981
C -0.020 1.810 0.473
C 1.173 2.799 0.223
C 1.835 2.693 -1.057
F 1.168 2.640 -2.177
C 3.277 2.823 -1.182
F 3.800 3.907 -1.528
F 4.110 1.932 -0.927
P 2.119 0.068 0.209
N 2.970 -1.049 1.060
O 1.890 -0.450 -1.272
C 0.629 0.538 2.517
O 1.295 1.734 2.850
C 2.622 1.558 3.368
C 3.097 2.824 4.087
C 2.407 4.096 3.630
O 2.783 2.580 5.458
C -0.622 0.442 3.438
C -1.270 1.762 3.817
S 0.023 -0.192 5.058
O -1.582 -0.538 3.010
S -2.126 -0.459 1.529
O -2.701 0.825 1.296
O -2.926 -1.615 1.349
H -1.752 -3.245 2.887
H -0.607 -3.805 4.092
H -0.805 -4.741 2.641
H 0.635 -2.133 3.082
H 1.234 -3.600 2.387
H -1.898 -3.145 -0.399
H -1.133 -4.431 0.465
H -0.153 -3.297 -2.192
H -1.009 -4.800 -1.899
H 0.619 -4.629 -1.273
H -2.752 -1.365 -0.935
H -2.663 0.407 -1.090
H -3.146 -0.027 -3.192
H -2.160 -2.886 -3.000
H -3.809 -2.289 -2.618
H -3.205 -2.167 -4.227
H -0.520 0.397 -3.449
H -0.488 -1.345 -3.709
H -1.863 -1.213 -5.668
H -0.428 -0.236 -7.095
H -0.188 1.217 -6.102
H 0.674 -0.277 -5.662
H -2.357 1.709 -4.925
H -2.707 1.020 -6.523
H -3.542 0.447 -5.138
H -0.664 1.736 -0.396
H -0.597 2.334 1.225
H 0.710 3.798 0.260
H 1.924 2.793 1.010
H 3.018 -1.975 0.640
H 3.883 -0.734 1.387
H 2.208 -1.360 -1.397
H 1.290 -0.267 2.814
H 3.298 1.348 2.524
H 2.646 0.768 4.112
H 4.181 2.902 4.029
H 2.904 4.966 4.049
H 1.383 4.107 3.989
H 2.416 4.196 2.548
H 2.292 3.321 5.821
H -1.725 2.277 2.976
H -2.077 1.510 4.497
H -0.580 2.385 4.370
H -0.438 -1.446 4.983
Tl -0.567 1.686 -8.204
```

Charge: +3
Max |F| (eV/A): 2.80

One value per record, in order, for total energy: -71023.530; -93447.943 eV.